# 1
Below is 10 unconnected molecules or ions with the total composition C31H63FN3O13S4 in a non-equilibrium geometry, with properties calculated with ωB97M-V with the def2-TZVPD basis set.

The geometry in XYZ format:
```
115
Properties=species:S:1:pos:R:3
C 1.1306 0.3812 -0.0454
C -0.1099 0.6862 -0.8933
O 0.0061 1.3701 -1.8677
N -1.4467 0.2216 -0.3492
H -1.2515 -0.4544 0.3765
H -1.8836 0.9533 0.3745
C -2.3793 -0.0559 -1.5141
H 2.0939 0.6778 -0.4632
H 0.9649 -0.7659 0.0983
H 0.8913 0.8210 0.8454
H -3.4493 -0.2590 -1.0718
H -2.1601 -0.9662 -2.0535
H -2.2917 0.5836 -2.2814
C -0.5666 2.7796 4.3034
C -0.9253 3.9650 3.3871
O -1.4199 5.0254 3.7685
N -0.8104 3.6915 1.8365
H 0.0741 3.3913 1.7623
H -1.3815 2.8716 1.5553
C -1.0266 4.7134 0.8581
H -1.5115 1.9871 4.2271
H -0.6109 3.0288 5.3167
H 0.1939 2.3981 3.8674
H -1.7584 5.4154 1.2860
H -1.2633 4.3244 -0.0315
H -0.0246 5.0525 0.7288
C -5.2799 -0.3850 1.8999
C -4.1817 -1.2033 2.6041
O -4.4193 -2.2839 3.1264
N -2.7833 -0.6036 2.7778
H -2.0967 -1.2806 2.1460
H -2.5941 0.4270 2.2915
C -2.0342 -0.7795 3.9763
H -5.6823 -0.5751 0.9840
H -5.1171 0.7856 1.9743
H -6.3318 -0.6501 2.5738
H -1.7403 -1.8878 4.1135
H -2.5230 -0.5807 4.8451
H -1.0123 -0.4780 4.0253
O -2.4187 1.5960 1.5504
H -3.2740 2.2071 1.2378
O -1.3786 -1.9580 1.0864
H -1.5812 -2.8522 1.0243
F 2.3972 -8.0608 -1.3601
C 2.0376 -6.9119 -0.7479
C 2.7968 -5.8815 -1.1800
C 2.5226 -4.4718 -0.6658
C 1.4953 -4.3641 0.3371
C 0.8043 -5.5117 0.5579
C 1.0657 -6.8350 0.1365
H 3.5657 -5.8478 -1.8971
H 3.2208 -3.6514 -0.7100
H 1.3240 -3.4413 0.5266
H -0.0661 -5.3306 1.3489
H 0.4482 -7.6059 0.2910
C -5.0178 4.7926 -2.3701
C -4.2892 3.5925 -1.6817
C -5.1280 3.3361 -0.5635
S -5.4629 4.9402 0.1718
O -4.3281 5.4378 0.8467
O -6.7960 4.8807 0.7416
C -5.5745 5.8372 -1.3469
H -5.7923 4.1955 -3.0921
H -4.5524 5.2676 -3.2133
H -3.2983 3.8895 -1.4443
H -4.2246 2.5840 -2.3768
H -4.7004 2.6711 0.1620
H -6.0983 2.7676 -0.8158
H -4.8318 6.5331 -1.1618
H -6.4810 6.3691 -1.8016
C 4.5979 1.5679 -1.7458
C 5.2401 3.0076 -1.6501
C 4.6942 3.9363 -2.5214
S 4.2317 2.9165 -3.9426
O 5.4024 2.4851 -4.6262
O 3.1081 3.4923 -4.7694
C 3.6392 1.6089 -2.9827
H 4.1804 1.2150 -0.7265
H 5.3598 0.8764 -2.0498
H 6.3931 2.9732 -1.7372
H 5.0497 3.4159 -0.6196
H 5.2092 4.7685 -2.8325
H 3.7825 4.2813 -2.1488
H 3.6376 0.5800 -3.4008
H 2.7739 1.9629 -2.5265
C 1.7891 -2.5542 4.1369
C 2.6659 -3.7250 4.0559
C 3.8796 -3.2286 3.4372
S 3.7966 -1.5063 3.0596
O 3.3695 -1.2995 1.6895
O 5.0361 -0.8621 3.2926
C 2.4738 -1.1771 4.1087
H 1.1838 -2.6831 5.0394
H 1.0356 -2.5821 3.2566
H 2.1547 -4.4813 3.3320
H 2.8168 -4.4061 4.9994
H 4.1344 -3.6423 2.5707
H 4.8594 -3.2749 4.0488
H 1.7045 -0.3579 3.8602
H 2.8717 -1.1498 5.1676
C 0.3711 -2.1759 -3.7227
C 0.1760 -3.3795 -4.6010
C 1.4125 -4.1496 -4.3463
S 2.6883 -2.9023 -4.4725
O 2.7298 -2.6713 -5.8534
O 3.7765 -3.4796 -3.7195
C 1.8368 -1.6322 -3.7310
H 0.2088 -2.3495 -2.8802
H -0.3536 -1.3433 -3.9690
H 0.0642 -3.1180 -5.7581
H -0.7072 -4.0729 -4.3235
H 1.4958 -5.1282 -5.0503
H 1.3164 -4.3624 -3.2313
H 2.0186 -0.5909 -4.3433
H 2.2233 -1.3187 -2.7220
```

For the orbital gap, the calculation gives 7.57 eV. The energy is -4053.1679 hartree. The calculation puts the LUMO energy at -3.43 eV. The net charge is +1. The energy above the lowest of the compared OMol25 structures with the same formula, charge and spin is 42.3 kJ/mol.



# 2
Below is a single C3H5N3O molecule in a non-equilibrium geometry, with properties calculated with ωB97M-V with the def2-TZVPD basis set.

The geometry in XYZ format:
```
12
Properties=species:S:1:pos:R:3
C -0.2937 0.3594 -0.2201
C -0.1361 -0.5548 -1.3050
C 0.8700 -1.4313 -0.7647
H -1.3017 1.5920 0.9950
H -1.9182 1.5423 -0.7539
H -0.7284 -0.6284 -2.1760
H 1.2476 -2.4077 -1.1634
H 0.5162 0.3062 2.5665
N -1.0721 1.4702 -0.0707
N 1.3391 -1.0563 0.4383
N 0.6319 0.0231 0.6806
O 0.8453 0.7854 1.7732
```

For the orbital gap, the calculation gives 8.76 eV. The energy is -356.7317 hartree. The calculation puts the LUMO energy at 0.57 eV. The net charge is 0. The energy above the lowest of the compared OMol25 structures with the same formula, charge and spin is 329.8 kJ/mol.